{"formula": "C44H85GaNO17S10", "method": "ωB97M-V with the def2-TZVPD basis set", "charge": -1, "total_energy_ha": -8967.88218, "max_force_ha_per_bohr": 0.088, "symbols": ["C", "C", "S", "C", "Ga", "S", "C", "C", "C", "C", "O", "C", "C", "C", "C", "N", "C", "H", "H", "H", "H", "H", "H", "H", "H", "H", "H", "H", "H", "H", "H", "H", "H", "H", "H", "H", "H", "H", "C", "C", "C", "S", "O", "O", "C", "H", "H", "H", "H", "H", "H", "H", "H", "C", "C", "C", "S", "O", "O", "C", "H", "H", "H", "H", "H", "H", "H", "H", "C", "C", "C", "S", "O", "O", "C", "H", "H", "H", "H", "H", "H", "H", "H", "C", "C", "C", "S", "O", "O", "C", "H", "H", "H", "H", "H", "H", "H", "H", "C", "C", "C", "S", "O", "O", "C", "H", "H", "H", "H", "H", "H", "H", "H", "C", "C", "C", "S", "O", "O", "C", "H", "H", "H", "H", "H", "H", "H", "H", "C", "C", "C", "S", "O", "O", "C", "H", "H", "H", "H", "H", "H", "H", "H", "C", "C", "C", "S", "O", "O", "C", "H", "H", "H", "H", "H", "H", "H", "H"], "coordinates": [[4.000, -1.607, 2.139], [2.515, -1.335, 1.568], [1.851, -2.681, 0.484], [1.631, -2.125, -1.271], [1.264, -0.114, -1.525], [-0.044, 0.080, -3.463], [0.171, 0.772, -0.033], [-0.062, 2.367, -0.245], [1.098, 3.268, 0.386], [1.129, 3.172, 1.984], [2.408, 3.729, 2.426], [3.069, 0.804, -1.946], [3.174, 1.614, -3.291], [4.556, 2.262, -3.618], [5.682, 2.053, -2.586], [5.622, 1.346, -1.354], [4.353, 0.755, -1.084], [4.054, -2.492, 2.854], [4.277, -0.670, 2.760], [4.753, -1.640, 1.282], [1.825, -1.295, 2.495], [2.528, -0.295, 1.107], [0.766, -2.708, -1.771], [2.573, -2.399, -1.879], [0.084, 1.436, -3.809], [-0.889, 0.311, -0.090], [0.536, 0.578, 1.029], [-0.256, 2.535, -1.355], [-1.061, 2.603, 0.294], [2.100, 2.993, -0.116], [0.904, 4.372, 0.121], [1.079, 2.107, 2.396], [0.221, 3.729, 2.388], [3.064, 3.345, 1.803], [2.311, 1.705, -4.032], [4.771, 2.848, -4.577], [6.702, 2.517, -2.855], [4.280, 0.144, -0.111], [6.273, 7.297, 1.350], [6.139, 7.328, -0.175], [6.104, 5.878, -0.662], [5.420, 4.915, 0.682], [6.441, 4.018, 1.172], [4.102, 4.455, 0.315], [5.258, 6.269, 1.833], [6.091, 8.278, 1.793], [7.285, 6.982, 1.625], [5.206, 7.831, -0.448], [6.958, 7.881, -0.641], [5.474, 5.764, -1.545], [7.107, 5.501, -0.870], [5.448, 5.920, 2.847], [4.239, 6.654, 1.753], [-4.166, -2.265, -2.908], [-5.012, -1.028, -3.216], [-5.368, -0.372, -1.881], [-4.047, -0.794, -0.749], [-4.587, -1.640, 0.294], [-3.276, 0.392, -0.455], [-3.129, -1.816, -1.889], [-3.695, -2.669, -3.807], [-4.801, -3.048, -2.478], [-4.428, -0.331, -3.826], [-5.910, -1.283, -3.781], [-5.435, 0.713, -1.970], [-6.300, -0.769, -1.476], [-2.663, -2.644, -1.355], [-2.363, -1.191, -2.358], [-4.351, 1.763, 4.104], [-4.140, 1.796, 2.589], [-3.845, 3.245, 2.197], [-3.090, 4.007, 3.630], [-3.980, 5.034, 4.128], [-1.694, 4.262, 3.355], [-3.212, 2.583, 4.696], [-4.354, 0.742, 4.491], [-5.313, 2.223, 4.354], [-3.286, 1.163, 2.327], [-5.009, 1.411, 2.051], [-3.156, 3.300, 1.352], [-4.761, 3.792, 1.967], [-3.400, 2.901, 5.722], [-2.265, 2.041, 4.638], [5.518, -6.771, -0.110], [4.619, -5.815, 0.676], [3.201, -6.386, 0.642], [3.379, -8.159, 0.477], [2.846, -8.559, -0.807], [2.975, -8.796, 1.711], [5.160, -8.169, 0.378], [6.576, -6.551, 0.044], [5.306, -6.682, -1.180], [4.967, -5.756, 1.712], [4.645, -4.804, 0.264], [2.654, -6.161, 1.558], [2.644, -6.020, -0.222], [5.491, -8.958, -0.298], [5.549, -8.347, 1.383], [-10.702, 1.569, -3.074], [-9.891, 2.800, -3.485], [-8.451, 2.341, -3.723], [-8.548, 0.625, -4.220], [-7.924, -0.185, -3.200], [-8.194, 0.512, -5.617], [-10.318, 0.473, -4.059], [-11.776, 1.766, -3.092], [-10.430, 1.270, -2.056], [-10.304, 3.215, -4.410], [-9.934, 3.584, -2.726], [-7.970, 2.919, -4.513], [-7.857, 2.395, -2.809], [-10.576, -0.527, -3.711], [-10.760, 0.655, -5.042], [-0.784, 8.548, 0.042], [-0.832, 9.124, -1.375], [-0.733, 7.950, -2.351], [-1.422, 6.534, -1.501], [-0.369, 5.571, -1.285], [-2.682, 6.176, -2.113], [-1.747, 7.368, 0.042], [-1.061, 9.291, 0.792], [0.231, 8.203, 0.266], [-1.782, 9.648, -1.523], [-0.030, 9.847, -1.545], [-1.302, 8.136, -3.263], [0.305, 7.723, -2.600], [-1.589, 6.684, 0.876], [-2.785, 7.708, 0.025], [1.514, -11.466, -2.180], [1.458, -10.897, -3.598], [1.557, -12.075, -4.570], [0.877, -13.490, -3.711], [1.936, -14.451, -3.496], [-0.384, -13.856, -4.318], [0.555, -12.649, -2.171], [1.238, -10.720, -1.433], [2.531, -11.806, -1.958], [0.506, -10.377, -3.745], [2.256, -10.172, -3.775], [0.985, -11.896, -5.480], [2.595, -12.300, -4.822], [0.718, -13.328, -1.335], [-0.484, -12.313, -2.186], [2.564, -1.067, 6.258], [2.622, 0.248, 7.038], [1.344, 1.027, 6.722], [0.098, -0.197, 6.331], [-0.272, -0.048, 4.943], [-0.886, -0.232, 7.391], [1.163, -1.620, 6.484], [3.331, -1.770, 6.589], [2.722, -0.871, 5.192], [2.668, 0.034, 8.111], [3.511, 0.830, 6.783], [1.012, 1.620, 7.575], [1.472, 1.670, 5.849], [0.877, -2.378, 5.756], [1.053, -2.011, 7.498]], "forces_ev_per_a": [[-0.34, 1.19, -0.04], [0.66, 0.58, 1.33], [-0.01, 0.12, -0.27], [0.53, -0.49, -1.22], [0.17, 0.46, 0.77], [0.07, 1.07, -0.57], [-1.10, 0.65, 0.36], [-0.44, -0.85, 0.78], [-0.68, 0.02, -0.50], [0.22, -0.52, -1.01], [-0.63, -0.46, -0.16], [3.29, 2.29, -2.00], [3.88, -0.15, 2.33], [-0.90, -2.21, 3.28], [-1.93, -0.23, -0.67], [-3.44, 0.30, -2.88], [-0.85, 0.84, -2.08], [-0.02, 0.90, -1.23], [-0.37, -1.40, -0.86], [-0.95, -0.36, 1.23], [0.86, 0.05, -1.57], [-0.29, -1.50, 0.34], [1.21, 0.70, 1.23], [-1.36, 0.36, 0.97], [-0.12, -1.39, 0.58], [1.68, 0.53, 0.10], [-0.45, 0.22, -1.34], [0.45, 0.14, 1.41], [1.44, -0.05, -0.81], [-1.40, 0.22, 1.04], [0.38, -1.75, 0.45], [-0.14, 1.21, -0.81], [1.63, -0.46, -0.29], [-0.61, 0.57, 0.50], [1.34, -0.24, 1.32], [-0.39, -0.97, 1.60], [-1.66, -0.83, 0.63], [0.34, 1.14, -1.62], [0.13, 0.06, 0.03], [-0.01, 0.20, -0.06], [0.20, 0.37, -0.49], [-0.32, -0.35, -0.02], [-0.28, 0.12, -0.05], [0.67, -0.12, 0.01], [0.04, 0.45, 0.29], [0.03, -0.08, -0.01], [-0.08, 0.02, 0.02], [0.06, -0.05, 0.04], [-0.08, -0.05, 0.01], [0.05, -0.23, 0.14], [-0.13, -0.10, 0.09], [-0.10, -0.16, -0.13], [0.03, -0.16, 0.01], [-0.09, -0.07, 0.02], [0.04, -0.04, -0.30], [-0.36, 0.06, -0.29], [0.49, 0.05, -0.41], [0.03, 0.29, 0.17], [-0.40, -0.17, 0.45], [0.22, -0.30, -0.26], [-0.01, 0.04, 0.09], [0.05, 0.02, -0.03], [0.01, -0.07, 0.09], [0.11, 0.08, 0.12], [0.05, -0.10, 0.20], [0.16, 0.03, 0.04], [-0.01, 0.18, 0.15], [-0.01, 0.06, 0.12], [-0.18, -0.01, -0.04], [0.09, -0.29, -0.01], [-0.20, -0.20, -0.49], [0.11, -0.48, -0.10], [0.27, 0.19, -0.04], [-0.35, 0.54, 0.20], [-0.06, -0.37, 0.33], [0.04, 0.10, -0.02], [0.07, -0.02, 0.05], [-0.12, 0.07, -0.04], [0.14, 0.02, 0.00], [0.00, 0.12, 0.11], [0.12, 0.08, 0.12], [0.11, 0.15, -0.10], [-0.03, 0.07, -0.04], [0.01, 0.10, -0.10], [0.18, 0.19, 0.05], [-0.08, 0.52, 0.03], [0.09, 0.29, 0.37], [-0.10, -0.29, 0.19], [-0.16, -0.21, -0.42], [0.51, -0.03, -0.15], [-0.08, -0.04, -0.03], [0.04, -0.04, 0.07], [-0.02, -0.01, -0.08], [-0.11, -0.08, 0.09], [-0.09, -0.14, -0.17], [0.00, -0.10, 0.09], [-0.17, -0.06, 0.09], [-0.12, -0.03, -0.05], [-0.03, 0.04, 0.16], [-0.16, 0.17, -0.02], [0.05, 0.57, 0.16], [-0.05, 0.01, -0.33], [-0.25, 0.11, -0.39], [0.15, -0.22, 0.40], [-0.49, -0.03, 0.14], [0.09, -0.04, 0.01], [-0.04, -0.02, -0.08], [0.03, -0.05, 0.07], [0.03, -0.06, -0.09], [0.10, -0.22, 0.07], [0.00, -0.13, -0.11], [0.18, 0.00, -0.10], [0.11, -0.04, 0.04], [0.14, 0.05, 0.04], [-0.03, 0.22, 0.02], [0.20, 0.53, -0.32], [-0.19, -0.35, 0.14], [-0.45, 0.27, -0.34], [0.33, -0.12, 0.03], [-0.01, 0.24, 0.44], [0.03, -0.08, -0.04], [-0.10, -0.02, 0.03], [0.07, -0.05, 0.02], [-0.08, -0.05, -0.01], [0.06, -0.22, 0.06], [-0.12, -0.13, 0.05], [-0.04, -0.12, -0.16], [0.06, -0.09, -0.04], [0.10, 0.09, 0.10], [-0.04, 0.23, 0.04], [0.21, 0.46, -0.32], [-0.28, 0.08, 0.10], [-0.28, -0.07, -0.17], [0.35, -0.29, 0.02], [0.01, 0.23, 0.38], [0.11, -0.06, -0.07], [-0.09, 0.03, 0.04], [0.08, -0.05, 0.02], [-0.10, -0.06, 0.03], [0.05, -0.23, 0.06], [-0.12, -0.12, 0.05], [-0.05, -0.10, -0.17], [0.06, -0.09, -0.06], [0.12, 0.04, -0.14], [0.19, -0.02, 0.13], [0.41, 0.43, 0.12], [-0.06, -0.07, 0.05], [-0.23, 0.01, 0.37], [-0.09, 0.07, -0.37], [0.35, -0.38, -0.02], [-0.07, 0.04, -0.05], [-0.02, -0.06, 0.06], [-0.02, 0.00, -0.08], [-0.10, -0.03, 0.02], [-0.16, -0.06, -0.17], [-0.13, -0.10, 0.00], [-0.16, 0.13, 0.03], [-0.08, 0.06, -0.07]]}